No. 1
{
  "formula": "C4H5FN2OS",
  "method": "ωB97M-V/def2-TZVPD",
  "homo_ev": [-8.41, -9.94],
  "spin_multiplicity": 3,
  "species": ["C", "C", "C", "C", "N", "N", "O", "F", "S", "H", "H", "H", "H", "H"],
  "xyz": [[1.42743, 0.32526, 0.76408], [0.99281, 1.48638, -0.01793], [0.30225, -0.14045, 1.35627], [-0.10095, -1.40823, -2.36751], [-0.30933, 1.59764, 0.15684], [-0.76440, 0.60796, 0.92223], [-2.70156, -0.17931, 2.36989], [-1.00870, -1.24716, -1.38017], [-2.41945, 0.77281, 1.30310], [2.38744, -0.35691, 0.67059], [1.47323, 2.17673, -0.66828], [0.14406, -0.94304, 2.06687], [0.01915, -0.38074, -2.76112], [0.55801, -2.31093, -2.41484]],
  "atomic_forces_ev_per_a": [[2.148, -0.860, -1.496], [-1.184, -2.279, 1.605], [-1.128, -0.925, 0.710], [-0.053, 1.202, -0.159], [-0.328, 1.486, -1.407], [1.800, 0.520, 0.389], [-0.150, -0.489, 0.492], [0.199, -1.115, 0.197], [0.201, 0.206, -0.312], [-1.926, 2.113, 0.522], [0.511, 0.223, -0.175], [0.077, 0.007, -0.327], [0.713, -1.172, -0.373], [-0.877, 1.084, 0.335]]
}



No. 2
{
  "formula": "C27H26CoN5O2S",
  "method": "ωB97M-V/def2-TZVPD",
  "homo_ev": [-7.50, -8.20],
  "spin_multiplicity": 5,
  "species": ["Co", "C", "C", "C", "C", "C", "C", "C", "C", "C", "C", "C", "C", "C", "C", "C", "N", "H", "H", "H", "H", "H", "H", "H", "H", "H", "H", "C", "C", "C", "C", "N", "C", "N", "N", "N", "H", "H", "H", "H", "H", "H", "H", "H", "H", "H", "S", "C", "C", "C", "C", "C", "C", "H", "H", "H", "H", "H", "O", "C", "O", "H"],
  "xyz": [[-0.38334, 0.58675, -0.07924], [0.13443, 0.77921, 4.31954], [-0.20656, -0.52322, 4.66543], [-0.65886, -1.39092, 3.68405], [-0.76221, -0.94866, 2.36398], [-0.39764, 0.35091, 1.97070], [0.04382, 1.19413, 2.99626], [-1.25955, -1.85394, 1.29337], [-2.05128, -3.00295, 1.57740], [-2.54377, -3.74932, 0.55527], [-2.25270, -3.39541, -0.78569], [-2.73181, -4.11819, -1.90165], [-2.40741, -3.72168, -3.16802], [-1.58682, -2.59031, -3.36871], [-1.11208, -1.87010, -2.30877], [-1.44951, -2.25998, -0.99204], [-0.97928, -1.51358, 0.05164], [0.47651, 1.46467, 5.08687], [-0.12030, -0.85845, 5.69114], [-0.90706, -2.40911, 3.95793], [0.34124, 2.21245, 2.75186], [-2.28066, -3.25061, 2.60276], [-3.16926, -4.61294, 0.74942], [-3.35607, -4.98754, -1.73368], [-2.77870, -4.27310, -4.02164], [-1.32861, -2.29182, -4.37629], [-0.48326, -0.99989, -2.45711], [5.58140, 2.56609, -0.20699], [5.34452, 1.99074, 1.18470], [4.24471, 2.75613, 1.91509], [5.05841, 0.48860, 1.13504], [3.82933, 0.17566, 0.42057], [2.56752, 0.19284, 0.84591], [1.78886, -0.05243, -0.17863], [2.59950, -0.23124, -1.24194], [3.82241, -0.10035, -0.89420], [5.86394, 3.61698, -0.13913], [4.67650, 2.50506, -0.81437], [6.37267, 2.03398, -0.73685], [6.27068, 2.07933, 1.76252], [3.31022, 2.74887, 1.34820], [4.53104, 3.80016, 2.04390], [4.04721, 2.34132, 2.90649], [4.95780, 0.07967, 2.14094], [5.85367, -0.04842, 0.62044], [2.24179, 0.39154, 1.85274], [-2.70492, 1.07823, -0.74251], [-2.89938, 2.76130, -0.46586], [-2.25386, 3.39817, 0.60832], [-2.43600, 4.75148, 0.81480], [-3.22793, 5.48922, -0.05775], [-3.86347, 4.87127, -1.13123], [-3.72031, 3.51260, -1.32578], [-1.61748, 2.81350, 1.25875], [-1.94555, 5.23951, 1.64629], [-3.35142, 6.55326, 0.09817], [-4.47908, 5.45163, -1.80542], [-4.22211, 3.01196, -2.14279], [-0.00792, 1.37311, -2.05707], [0.47274, 2.41620, -1.54306], [0.52315, 2.58624, -0.30169], [0.85470, 3.19979, -2.21548]],
  "atomic_forces_ev_per_a": [[0.497, -0.097, 0.400], [-0.001, -0.034, 0.053], [-0.009, -0.006, -0.016], [0.020, 0.086, 0.038], [-0.054, -0.118, -0.116], [-0.076, -0.086, 0.042], [0.003, 0.060, -0.110], [0.014, -0.045, 0.125], [0.100, 0.036, -0.033], [0.001, -0.005, -0.047], [-0.026, -0.086, 0.042], [0.018, 0.012, 0.003], [-0.007, 0.007, 0.014], [-0.001, -0.016, -0.011], [-0.050, -0.006, -0.015], [0.158, 0.073, -0.032], [-0.315, 0.213, -0.046], [0.005, 0.012, -0.007], [0.001, -0.003, 0.001], [-0.011, -0.014, -0.007], [-0.002, 0.002, 0.008], [-0.020, -0.001, 0.003], [-0.001, -0.001, 0.006], [-0.003, -0.003, -0.002], [0.012, -0.005, -0.006], [-0.005, 0.007, -0.003], [0.000, 0.006, 0.013], [-0.007, 0.009, -0.036], [0.032, 0.009, 0.024], [-0.032, 0.011, 0.012], [-0.037, -0.020, -0.008], [-0.008, -0.089, 0.026], [-0.001, 0.048, -0.007], [-0.005, -0.005, 0.002], [-0.029, -0.032, -0.018], [0.041, 0.036, -0.021], [-0.001, 0.004, 0.009], [-0.003, 0.000, 0.003], [0.005, -0.012, 0.010], [-0.001, 0.006, -0.005], [0.000, 0.001, -0.003], [0.015, -0.001, -0.006], [0.007, -0.014, -0.001], [0.008, 0.012, 0.001], [0.011, 0.019, 0.005], [-0.006, -0.003, 0.009], [-0.066, 0.008, -0.185], [-0.039, -0.023, 0.045], [0.038, 0.016, -0.036], [0.005, -0.002, -0.015], [0.001, 0.028, 0.008], [-0.019, -0.018, 0.007], [-0.033, 0.021, 0.046], [-0.010, 0.004, 0.010], [0.005, -0.002, 0.004], [-0.004, 0.001, 0.001], [0.000, 0.007, -0.001], [0.005, -0.014, -0.005], [-0.107, 0.018, -0.083], [-0.055, -0.048, -0.082], [0.015, 0.032, -0.034], [0.026, 0.005, 0.026]]
}



No. 3
{
  "formula": "C20H59N5O7",
  "method": "ωB97M-V/def2-TZVPD",
  "homo_ev": -8.97,
  "relative_energy_kj_mol": 291.20,
  "species": ["C", "O", "C", "C", "C", "N", "H", "H", "H", "H", "H", "H", "H", "H", "H", "H", "H", "C", "O", "C", "C", "C", "N", "H", "H", "H", "H", "H", "H", "H", "H", "H", "H", "H", "C", "O", "C", "C", "C", "N", "H", "H", "H", "H", "H", "H", "H", "H", "H", "H", "H", "C", "O", "C", "C", "C", "N", "H", "H", "H", "H", "H", "H", "H", "H", "H", "H", "H", "C", "O", "C", "C", "C", "N", "H", "H", "H", "H", "H", "H", "H", "H", "H", "H", "H", "O", "H", "H", "O", "H", "H"],
  "xyz": [[19.09201, -16.07411, 35.37344], [19.98023, -15.63551, 34.35950], [19.54541, -14.42594, 33.67430], [20.63092, -14.18819, 32.47173], [22.01197, -13.85471, 33.09073], [20.19253, -13.11261, 31.63190], [19.66038, -16.77392, 35.98606], [18.19126, -16.59887, 35.05504], [18.73372, -15.31369, 36.06734], [18.56639, -14.68709, 33.27256], [19.22436, -13.56806, 34.26513], [20.64351, -15.09650, 31.86930], [22.08574, -12.86585, 33.54328], [22.75322, -13.86432, 32.29162], [22.22564, -14.66816, 33.78410], [21.00406, -12.65744, 31.23904], [19.78865, -13.56749, 30.82563], [17.68551, -11.79277, 36.43623], [17.53569, -11.58646, 35.00247], [16.21278, -11.90039, 34.46246], [15.99336, -11.39031, 33.01194], [16.90259, -11.98442, 31.88698], [16.13560, -9.95794, 32.89920], [17.83456, -12.83325, 36.72486], [16.80334, -11.44456, 36.97345], [18.63171, -11.33188, 36.71979], [16.20205, -12.98670, 34.37343], [15.45698, -11.70431, 35.22299], [14.98738, -11.71579, 32.74703], [16.62941, -12.94452, 31.44918], [17.98183, -11.88130, 31.99975], [16.64851, -11.46451, 30.96328], [17.00697, -9.82340, 32.40655], [16.14896, -9.61626, 33.84955], [25.78855, -10.00599, 35.00684], [25.18078, -8.79332, 35.12809], [23.75576, -8.65312, 34.81909], [23.60397, -9.01041, 33.27667], [24.39064, -8.12061, 32.38645], [22.23690, -8.71295, 32.79257], [26.84871, -9.94453, 35.25256], [25.59482, -10.56296, 34.09014], [25.42528, -10.80355, 35.65495], [23.16131, -9.32643, 35.43665], [23.38934, -7.64842, 35.02983], [23.95950, -9.98771, 32.95016], [24.06394, -8.02043, 31.35139], [25.42980, -8.44937, 32.37410], [24.42105, -7.10957, 32.79263], [21.87628, -7.83923, 33.14848], [21.67811, -9.42712, 33.23734], [24.93742, -14.34613, 39.14230], [24.29187, -14.21194, 37.91335], [23.62348, -12.94267, 37.67689], [22.63749, -12.83385, 36.47884], [21.89613, -11.48244, 36.34712], [21.74265, -13.91113, 36.68643], [25.96152, -13.97289, 39.14672], [24.94397, -15.39990, 39.42091], [24.42002, -13.79487, 39.92748], [23.17426, -12.55780, 38.59240], [24.43439, -12.21991, 37.58663], [23.26863, -13.15611, 35.65065], [20.96523, -11.50146, 36.91381], [21.62312, -11.13477, 35.35079], [22.48545, -10.74143, 36.88722], [22.23823, -14.74843, 36.41545], [21.05274, -13.93615, 35.94921], [17.09564, -9.11337, 28.19826], [18.24612, -8.72007, 28.97872], [19.22791, -9.71713, 28.91875], [20.54649, -9.06708, 29.23144], [21.35386, -8.45273, 28.12143], [21.46145, -9.95569, 29.93696], [17.52028, -9.32267, 27.21644], [16.36149, -8.30779, 28.18574], [16.62588, -10.03578, 28.53971], [19.07932, -10.52714, 29.63282], [19.24993, -10.23325, 27.95893], [20.37106, -8.14569, 29.78675], [21.73821, -9.30871, 27.56675], [22.19018, -7.82709, 28.43325], [20.83215, -7.80910, 27.41315], [22.04736, -9.25140, 30.36216], [21.00176, -10.31293, 30.76228], [19.84443, -10.76197, 33.30750], [19.08967, -10.78054, 33.89591], [19.79154, -11.58594, 32.82325], [18.65319, -8.44535, 34.45372], [18.39357, -7.63066, 34.02348], [19.31864, -8.82002, 33.87663]],
  "atomic_forces_ev_per_a": [[0.364, -0.417, 0.646], [-0.480, 1.485, 0.303], [0.420, -1.810, -1.883], [-0.622, 0.167, 2.995], [-0.571, -0.967, -0.780], [-0.285, 0.453, -0.848], [0.014, -0.074, -0.051], [-0.009, -0.020, -0.739], [0.262, 0.594, -0.145], [-0.148, -0.111, -0.849], [1.145, 0.351, 0.702], [0.328, -0.365, 0.521], [-0.445, -0.078, 0.249], [0.162, -0.147, -0.041], [0.331, 0.306, 0.192], [0.291, 0.293, -0.060], [-0.611, 0.436, -0.245], [0.082, -0.220, -1.177], [-0.633, 0.137, 0.410], [1.679, -1.541, -0.215], [0.688, -0.709, -0.151], [-0.696, -0.060, -0.516], [-0.549, -0.191, 0.115], [-0.261, -0.459, -0.423], [0.186, 0.422, 0.076], [-0.384, 0.539, 0.038], [-0.192, -0.415, -0.001], [-0.272, 0.812, -0.291], [-0.332, 0.026, 0.159], [0.159, -0.798, 1.115], [-0.253, -0.180, 0.314], [0.033, 1.019, 0.117], [0.154, 0.795, 0.485], [0.540, 0.744, -0.237], [-0.126, -2.329, 0.144], [-1.395, 2.305, 0.590], [1.718, -2.111, -1.846], [-1.221, 2.085, -0.263], [2.491, 1.375, 0.205], [-0.487, -1.979, 0.784], [-0.029, 0.377, -0.430], [0.527, 0.627, -0.927], [-0.471, 0.188, 1.106], [0.063, -0.206, -0.048], [0.626, 0.180, -0.183], [-0.908, -0.537, 0.744], [-0.326, -0.509, 0.183], [0.251, 0.170, -0.121], [-0.036, 0.255, 0.006], [0.323, 0.357, 0.159], [-0.937, -0.109, -0.187], [-0.152, 0.260, 0.532], [-1.569, 0.403, -1.428], [1.328, 1.358, 0.970], [1.576, -0.644, 0.577], [0.677, -0.323, 1.024], [-1.831, -1.624, -0.343], [0.232, 0.062, -0.293], [0.029, -0.005, -0.123], [-0.234, 0.020, 0.161], [-0.715, -0.584, 0.328], [0.255, 0.358, -0.679], [0.178, 1.059, -0.776], [-0.077, -0.435, 0.079], [0.382, -0.273, -0.131], [0.118, 0.337, -0.360], [0.311, -0.514, 0.653], [-0.600, 0.435, -0.139], [1.117, 0.216, 0.073], [-1.398, -0.423, -0.326], [0.688, 0.032, -0.018], [0.498, 1.421, 0.357], [0.185, -0.678, -1.888], [-0.015, 0.228, 0.210], [-0.578, 0.130, -0.461], [0.240, -0.021, 0.007], [-0.007, -0.058, 0.387], [-0.391, -0.034, 0.472], [-0.016, 0.169, -0.504], [-0.902, -0.254, 1.001], [0.425, 0.168, -0.409], [0.071, -0.306, 0.533], [-0.566, -0.132, 0.133], [0.964, -0.385, 0.346], [-0.396, -0.174, 0.243], [0.507, 0.778, 0.217], [-0.624, -0.175, 0.514], [0.098, -0.688, -0.597], [-0.127, 0.138, 0.354], [-0.117, 0.237, -0.074], [0.279, -0.237, -0.323]]
}